A structure of composition C24H29N7O2S2 at a distorted geometry, computed with the ωB97M-V functional and the def2-TZVPD basis.

Geometry as XYZ:
```
64
Properties=species:S:1:pos:R:3:nbo_charge:R:1
C -3.3198 2.6651 -0.6601 -0.642
C -2.4083 1.8308 -1.4031 0.049
C -2.9729 0.6658 -1.9841 -0.184
C -2.0661 -0.3607 -2.5720 -0.183
C -0.5307 -0.0776 -2.6654 -0.309
C -0.1776 0.9678 -2.2197 -0.216
C -1.0525 1.7990 -1.5102 -0.223
H -0.5231 2.9375 -1.3964 0.199
H 0.9168 1.2422 -2.5461 0.253
S 0.3744 -1.3066 -3.4474 2.032
O -0.0432 -1.5288 -5.0630 -0.877
O 1.7572 -1.0798 -3.2691 -0.949
C 0.1251 -2.9474 -2.6139 -0.432
N -0.5778 -2.8459 -1.4205 -0.212
C 0.2893 -2.6375 -0.2524 0.322
N -0.7807 -2.7227 0.8137 -0.256
N -1.8660 -2.7319 0.3456 -0.016
N -1.8244 -2.9491 -1.0004 -0.131
C 1.6201 -2.4653 -0.1078 -0.164
N 1.9769 -1.5092 0.7425 -0.478
C 2.1670 -0.2333 -0.1264 -0.204
H 2.7405 -0.4599 -0.8545 0.208
C 2.1713 0.9763 0.7528 -0.230
N 0.9687 1.0180 1.6791 -0.421
C 0.4461 2.3679 1.4223 0.066
N -0.8286 2.3993 2.2337 -0.469
C -1.2297 3.5542 2.2889 0.233
C -2.6546 4.0291 2.4992 -0.251
C -3.0335 5.1406 2.4997 -0.184
C -2.2349 6.1800 1.8528 -0.246
C -0.9828 5.8656 1.1694 -0.185
C -0.4150 4.5399 1.4134 -0.457
S 0.9123 3.7969 0.9418 0.650
H -0.2303 6.5023 0.8458 0.207
H -2.4954 7.1584 1.6852 0.203
H -4.1103 5.6230 2.6958 0.217
H -3.0657 3.3389 3.0736 0.209
C 0.2903 -0.2033 2.2423 -0.174
H -0.4193 -0.3420 1.5035 0.211
C 1.3945 -1.3666 1.9608 -0.218
H 2.2318 -1.0445 2.9225 0.171
H 0.8144 -2.3626 2.3890 0.270
H 0.2059 -0.0486 3.1764 0.206
H 2.4827 1.8096 0.3157 0.214
H 3.2221 0.8061 1.3180 0.174
H 1.1354 0.0341 -0.5136 0.168
C 2.2008 -3.8655 0.7433 -0.200
C 1.8430 -5.0317 -0.0705 -0.592
H 2.2322 -5.9411 0.0852 0.214
H 0.7045 -5.3535 -0.4182 0.212
H 2.2555 -4.9715 -1.3020 0.149
C 3.7133 -3.7626 0.7189 -0.567
H 4.0728 -4.4789 1.2428 0.209
H 4.1406 -3.7274 -0.0644 0.186
H 3.8830 -2.8882 1.5047 0.215
H 1.5034 -4.0649 1.6291 0.246
H 2.2127 -2.4900 -1.0108 0.257
H 0.8315 -3.6687 -2.8031 0.270
H -0.9392 -3.3977 -3.3677 0.278
H -2.7604 -1.3287 -2.7901 0.271
H -3.8546 0.3660 -1.7826 0.190
H -2.9686 3.6816 -0.7743 0.232
H -4.2423 2.6587 -1.0666 0.221
H -3.2282 2.2392 0.3691 0.257
```



A structure of composition C24H29N8O2SSbSe5Tc, computed with the ωB97M-V functional and the def2-TZVPD basis.

Geometry as XYZ:
```
71
Properties=species:S:1:pos:R:3:mulliken_charge:R:1
Tc -0.9879 -0.5886 -0.2074 -0.158
N -4.6976 5.7754 4.1836 -0.422
C -4.3492 4.6930 3.4839 1.125
C -3.4358 3.7502 4.0261 -0.840
C -3.0800 2.6414 3.3175 -0.482
C -3.6364 2.4368 2.0396 -0.053
C -4.5384 3.3602 1.4775 -0.400
C -4.8866 4.4686 2.1925 -0.861
S -3.2309 1.0957 1.1143 1.679
O -3.0872 -0.0630 2.1347 -0.544
O -4.1217 0.8226 0.0317 -0.617
N -1.6815 1.1129 0.5382 0.274
C -1.3651 1.9530 -0.5506 0.474
N -1.8871 3.1327 -0.7533 -0.410
C -1.4720 3.7652 -1.8553 -0.438
C -0.5605 3.1999 -2.7369 -0.716
C -0.1048 1.9295 -2.4486 -0.358
N -0.4979 1.2912 -1.3398 0.493
H -4.3476 5.9343 5.1130 0.213
H -5.3660 6.4363 3.8250 0.217
H -3.0343 3.9114 5.0178 0.341
H -2.3956 1.9194 3.7431 0.341
H -4.9624 3.1840 0.4988 0.511
H -5.5910 5.1777 1.7785 0.344
H -1.8924 4.7474 -2.0328 0.466
H -0.2326 3.7233 -3.6224 0.448
H 0.5877 1.4116 -3.1002 0.588
Se -1.0485 -0.8495 5.1562 -0.248
Sb -1.0773 -2.5148 3.5724 0.902
Se -2.4715 -1.7166 1.4156 -0.003
Se 1.0223 -1.0485 0.7556 -0.196
Se -0.4470 -4.5849 2.7716 -0.281
C -0.8946 -3.1846 -1.7323 -0.413
C -1.4399 -4.0499 -2.9029 -0.830
N -2.0404 -3.2017 -3.9188 -0.084
C -1.0752 -2.2026 -4.3415 -0.935
C -0.7917 -1.2250 -3.1722 -0.644
N -1.3755 -1.7717 -1.9064 1.253
C -2.8705 -1.8025 -2.0660 -0.407
C -3.2230 -2.5455 -3.3871 -0.927
H 0.1945 -3.1542 -1.7065 0.392
H -1.2458 -3.5439 -0.7646 0.152
H -2.1862 -4.7581 -2.5446 0.302
H -0.6290 -4.6229 -3.3505 0.361
H -1.4684 -1.6564 -5.1979 0.369
H -0.1637 -2.7066 -4.6613 0.276
H -1.2631 -0.2596 -3.3463 0.498
H 0.2766 -1.0734 -3.0062 0.224
H -3.2380 -0.7709 -2.0592 0.291
H -3.2874 -2.3218 -1.2051 0.440
H -3.6153 -1.8569 -4.1340 0.309
H -3.9912 -3.2912 -3.1881 0.362
C 4.3240 -2.6069 -0.3638 -1.001
N 4.7892 -1.4097 0.3252 0.279
C 4.1889 -0.2180 0.3684 0.015
Se 2.5774 0.3228 -0.4655 -0.318
N 4.9719 0.6365 1.0362 0.079
C 6.1289 -0.0110 1.4475 0.373
C 7.2479 0.4299 2.1482 -0.924
C 8.2277 -0.5108 2.3745 -0.501
C 8.1053 -1.8392 1.9216 -0.712
C 6.9975 -2.2738 1.2278 -0.575
C 6.0067 -1.3221 1.0002 0.863
H 3.3873 -2.3826 -0.8647 0.316
H 4.1803 -3.4102 0.3561 0.356
H 5.0662 -2.9045 -1.1023 0.381
H 4.7184 1.5932 1.2338 0.262
H 7.3463 1.4495 2.4938 0.431
H 9.1202 -0.2235 2.9127 0.428
H 8.9081 -2.5345 2.1232 0.425
H 6.9127 -3.2935 0.8792 0.447
```

Total charge: +3



A structure of composition C24H30F3N3OPRe, computed with the ωB97M-V functional and the def2-TZVPD basis.

Geometry as XYZ:
```
63
Properties=species:S:1:pos:R:3:nbo_charge:R:1
Re 0.3117 0.4536 0.2730 1.203
C 5.3527 0.5978 -2.5807 -0.097
C 4.0205 0.9258 -2.8304 -0.188
C 3.0832 0.7785 -1.8305 -0.221
C 3.4800 0.3192 -0.5695 0.108
C 4.8157 -0.0139 -0.3174 -0.177
C 5.7429 0.1233 -1.3320 -0.176
N 2.5045 0.2259 0.4574 -0.184
N 2.9456 0.0399 1.6144 -0.108
C 1.9749 0.0639 2.6119 0.297
C 2.3397 -0.0725 3.9317 -0.167
C 1.3530 0.0309 4.9082 -0.050
C 0.0330 0.2551 4.5307 -0.195
C -0.2737 0.3567 3.1916 0.082
N 0.6803 0.2771 2.2374 -0.512
H 6.0878 0.7113 -3.3667 0.260
H 3.7261 1.2993 -3.8016 0.253
H 2.0482 1.0300 -2.0324 0.194
H 5.1167 -0.3763 0.6541 0.258
H 6.7767 -0.1350 -1.1490 0.263
H 3.3799 -0.2417 4.1746 0.288
H 1.6134 -0.0628 5.9549 0.280
H -0.7543 0.3408 5.2665 0.280
H -1.2884 0.5032 2.8445 0.237
F 2.1682 2.7822 0.1058 -0.273
C 0.9404 2.4089 -0.1486 0.822
F 0.1826 2.6943 0.9839 -0.297
F 0.5023 3.0843 -1.1931 -0.287
C 0.9634 -1.8808 -3.0642 -0.659
C 1.3449 -1.9495 -1.6157 -0.049
O 0.2935 -1.2174 -0.7840 -0.550
C -0.9148 -2.0815 -0.5710 -0.081
C -1.1846 -2.2239 0.9022 -0.669
H 1.7258 -2.4206 -3.6305 0.282
H 0.9475 -0.8534 -3.4283 0.225
H 0.0081 -2.3622 -3.2713 0.237
H 2.2825 -1.4606 -1.3996 0.224
H 1.3580 -2.9575 -1.2088 0.223
H -0.6836 -3.0377 -1.0291 0.242
H -1.7333 -1.6140 -1.1098 0.224
H -0.3634 -2.7129 1.4263 0.246
H -2.0781 -2.8401 1.0225 0.294
H -1.4305 -1.2658 1.3750 0.202
C -1.7863 1.0537 -2.4208 -0.962
P -1.9146 1.2334 -0.6243 1.073
C -2.3974 2.9439 -0.2972 -0.941
C -3.2868 0.2419 -0.0298 -0.449
C -4.0403 -0.5955 -0.8512 -0.140
C -5.1394 -1.2614 -0.3289 -0.196
C -5.4897 -1.0956 1.0049 -0.136
C -4.7538 -0.2453 1.8257 -0.174
C -3.6592 0.4244 1.3104 -0.212
H -2.6625 1.5114 -2.8846 0.296
H -1.7422 0.0039 -2.7144 0.257
H -0.8995 1.5677 -2.7933 0.273
H -3.3858 3.0818 -0.7397 0.287
H -1.6996 3.6455 -0.7459 0.279
H -2.4627 3.1369 0.7725 0.270
H -3.8036 -0.7118 -1.9038 0.220
H -5.7359 -1.8956 -0.9707 0.257
H -6.3538 -1.6114 1.4017 0.259
H -5.0541 -0.0888 2.8530 0.251
H -3.1317 1.1390 1.9343 0.206
```

Spin multiplicity: 2
Energy relative to the best compared isomer or geometry (same formula, charge and spin) in kJ/mol: 0.00
Total charge: +3
<S²>: 0.759



A structure of composition C24H30MnN8O4, computed with the ωB97M-V functional and the def2-TZVPD basis.

Geometry as XYZ:
```
67
Properties=species:S:1:pos:R:3:nbo_charge:R:1
Mn -1.0440 -0.6714 -0.1873 0.910
N -2.8331 -0.3506 0.9612 -0.789
C -4.2040 -0.4122 0.4278 -0.214
C -4.3675 -1.6154 -0.4992 -0.427
C -4.5102 -1.1989 -1.9688 -0.398
C -3.4118 -0.2348 -2.4314 -0.213
N -2.0601 -0.6685 -2.0616 -0.844
H -2.6976 -1.0774 1.6587 0.382
H -2.6977 0.5313 1.4518 0.376
H -4.3520 0.5168 -0.1244 0.199
H -4.9434 -0.4151 1.2365 0.184
H -5.2052 -2.2405 -0.1871 0.211
H -3.4767 -2.2420 -0.4236 0.229
H -5.4718 -0.7031 -2.1296 0.204
H -4.5094 -2.0898 -2.5994 0.211
H -3.5616 0.7622 -2.0104 0.205
H -3.4821 -0.1147 -3.5207 0.186
H -1.4095 -0.0311 -2.5171 0.397
H -1.8716 -1.6305 -2.3708 0.409
C 0.7424 -3.1215 2.8150 -0.671
C -0.0977 -2.5684 1.7152 0.239
N -0.3993 -1.3076 1.6275 -0.191
O 0.1602 -0.4820 2.6041 -0.607
C -0.5926 -3.3730 0.6276 0.025
C -0.5936 -4.8647 0.6179 -0.654
N -1.0349 -2.6670 -0.3982 -0.011
O -1.3984 -3.2930 -1.4607 -0.606
H 1.5048 -2.3983 3.1000 0.246
H 1.2101 -4.0514 2.5036 0.227
H 0.1383 -3.3267 3.7010 0.236
H -0.1140 0.4217 2.2903 0.499
H -0.5188 -5.2638 1.6273 0.208
H 0.2257 -5.2817 0.0262 0.221
H -1.5149 -5.2205 0.1553 0.242
O -2.1397 3.0839 -0.9297 -0.664
C -1.3795 2.3840 -0.2687 0.755
O -0.7776 1.3420 -0.6788 -0.796
C -1.1290 2.8775 1.1698 0.109
C -1.4911 4.1920 1.4601 -0.211
C -1.2613 4.6986 2.7243 -0.163
C -0.6919 3.8707 3.6813 -0.252
C -0.3764 2.5773 3.3126 0.036
N -0.5724 2.0915 2.0869 -0.492
H -1.9498 4.7743 0.6758 0.256
H -1.5268 5.7192 2.9634 0.220
H -0.4978 4.2091 4.6877 0.224
H 0.0584 1.8903 4.0284 0.201
N 8.3674 3.8585 -1.2783 -0.291
C 7.4262 3.2010 -1.3127 0.271
C 6.2599 2.3850 -1.3523 -0.189
C 6.3119 1.1269 -1.9524 -0.141
C 5.1831 0.3318 -1.9812 -0.241
C 3.9964 0.7980 -1.4194 0.259
C 3.9368 2.0616 -0.8329 -0.250
C 5.0691 2.8487 -0.7923 -0.126
N 2.8417 -0.0070 -1.4529 -0.370
C 2.5122 -0.9603 -2.3956 -0.089
C 1.3139 -1.4730 -2.0098 -0.065
N 0.9088 -0.8714 -0.8434 -0.472
C 1.8366 0.0081 -0.5462 0.229
H 7.2372 0.7722 -2.3813 0.235
H 5.2291 -0.6552 -2.4162 0.228
H 3.0037 2.4399 -0.4417 0.237
H 5.0315 3.8306 -0.3440 0.234
H 3.1285 -1.1462 -3.2536 0.226
H 0.7110 -2.2369 -2.4715 0.245
H 1.8218 0.6605 0.3079 0.224
```

Spin multiplicity: 2
Energy relative to the best compared isomer or geometry (same formula, charge and spin) in kJ/mol: 0.00
<S²>: 0.779



| no. | total energy (eV) | molecular weight (Da) |
| --- | --- | --- |
| 1 | -61529.8005 | 511.7 |
| 2 | -387652.8888 | 1108.2 |
| 3 | -51434.9442 | 650.7 |
| 4 | -76804.9861 | 549.5 |